Density functional theory data (wB97M-V/def2-TZVPD) for a molecular structure, C36H52MnN3OP2 in a non-equilibrium geometry.

Properties
- HOMO level (alpha / beta) (eV) = -16.65 / -17.13
- electronic energy (a.u.) = -3475.08917
- E_LUMO (alpha / beta) (eV) = -10.8908 / -10.3308

Structure (ORCA input):
```
! RIJCOSX wB97M-V def2-TZVPD def2/J DEFGRID3
* xyz 3 4
Mn 0.261 -0.118 0.436
P -0.076 -2.591 0.711
P 1.053 2.140 -0.199
O 1.813 0.361 2.945
N 1.581 -0.660 -0.988
N -0.866 0.889 2.939
N -1.437 0.000 -0.620
C -1.734 3.113 0.214
C 1.572 -2.945 -0.033
C -1.095 2.439 4.744
C -2.126 0.487 -3.029
C 2.704 -0.141 -3.099
C -1.495 -3.804 2.825
C 3.065 3.949 -0.875
C 2.785 2.892 0.223
C 2.811 3.461 1.634
C -1.586 -0.009 3.625
C -2.689 -2.901 -0.211
C -1.224 0.848 -4.115
C -3.105 0.966 -5.679
C 3.809 1.736 0.163
C -0.633 2.092 3.476
C -1.734 1.081 -5.397
C 0.731 -2.800 3.368
C 1.068 0.159 2.043
C 0.627 -4.992 2.191
C -0.372 3.586 -0.312
C -0.530 3.960 -1.784
C 1.878 1.644 -1.718
C 0.023 4.811 0.521
C -2.079 0.251 4.914
C -1.822 1.504 5.484
C -0.896 -3.009 -1.982
C 2.038 -1.920 -1.065
C 3.026 -2.235 -1.984
C -1.274 -3.414 -0.543
C -0.056 -3.619 2.334
C -1.245 -4.948 -0.515
C -3.949 0.779 -4.607
C -1.876 -0.186 -1.767
C -3.498 0.641 -3.317
C 2.043 0.253 -1.916
C 3.318 -1.374 -3.042
H -0.999 -1.930 -2.130
H -0.039 2.787 2.885
H 4.107 -1.673 -3.736
H -2.744 -1.813 -0.299
H 3.852 3.769 1.808
H 1.523 2.178 -2.569
H -1.670 2.746 1.243
H -0.146 0.951 -3.923
H -2.643 -0.527 5.430
H -1.013 1.290 -6.179
H 0.071 -5.683 1.547
H 0.959 5.267 0.182
H 2.893 0.542 -3.924
H 0.090 4.563 1.590
H -3.001 -3.180 0.803
H 2.543 2.693 2.377
H 0.234 -1.847 3.592
H -1.645 -5.372 0.411
H 4.807 2.113 0.411
H 1.660 -4.915 1.827
H 1.763 -2.602 3.047
H -2.066 -4.522 2.227
H -3.398 -3.345 -0.926
H -0.763 5.581 0.422
H 2.169 4.339 1.763
H -1.600 -3.489 -2.682
H -4.292 0.515 -2.541
H 0.663 -5.450 3.192
H -1.465 -4.194 3.851
H -0.902 3.117 -2.380
H 2.316 -3.068 0.780
H -1.895 -5.307 -1.330
H -1.789 -0.969 3.139
H 0.780 -3.380 4.302
H -2.167 2.315 -0.399
H -0.871 3.430 5.120
H -3.399 1.073 -6.704
H 3.522 0.923 0.848
H -0.240 -5.351 -0.703
H 1.577 -3.939 -0.507
H 3.453 -3.217 -1.861
H -5.024 0.643 -4.813
H -2.174 1.735 6.484
H -2.043 -2.856 2.852
H -2.440 3.964 0.225
H 0.403 4.326 -2.230
H 4.149 3.986 -1.036
H -1.279 4.766 -1.873
H 0.133 -3.284 -2.255
H 3.907 1.314 -0.848
H 2.643 3.665 -1.857
H 2.676 4.952 -0.648
*
```

Atom charges from the Löwdin analysis, given in e for atoms 1 to 8:
1 Mn 0.487
2 P 1.158
3 P 1.190
4 O 0.138
5 N 0.040
6 N 0.017
7 N 0.098
8 C -0.088